[1]
# C40H34N7O6Sr

A structure of composition C40H34N7O6Sr at a distorted geometry (ωB97M-V/def2-TZVPD, the OMol25 dataset).

```
88
Properties=species:S:1:pos:R:3:forces:R:3
Sr 0.0086 0.3030 0.2332 -0.2 -0.1 0.6
O -1.7447 0.9022 2.9647 0.0 0.0 0.0
O 1.2849 2.8627 6.0425 0.0 0.0 -0.1
O 2.4159 2.0747 1.7565 0.1 0.0 0.0
O 1.1450 -0.3441 -3.9364 -0.1 0.2 0.0
O 0.1114 -0.0255 -1.9703 -0.1 -0.3 -1.3
O 1.2566 2.1310 -1.4269 0.0 0.0 0.2
N 2.2197 -1.2778 0.1909 -0.1 -0.1 0.0
N -3.1372 -0.9973 0.6750 0.0 -0.4 0.3
N 0.3077 1.5094 2.3175 0.1 0.4 0.5
N 1.8294 2.3580 3.9202 0.1 0.1 -0.1
N -2.5636 1.0487 -0.2260 0.0 -0.3 -0.1
N 0.9404 -2.9931 1.0387 -0.3 -0.2 0.1
N -1.2474 -2.2318 1.1916 0.0 -0.2 0.3
C 3.2500 -3.4275 0.4905 0.0 0.1 0.0
C -1.1858 4.2300 -5.2726 0.0 0.0 0.0
C 0.9451 2.4354 4.9539 0.0 0.0 0.1
C 3.2988 3.2039 -3.5865 -0.1 0.0 0.0
C -0.1957 -2.7010 0.4849 0.1 -0.1 0.1
C -4.2601 2.6413 -0.8079 0.1 0.0 0.0
C -1.4106 3.1837 4.8154 0.0 -0.1 0.0
C 1.5306 1.9738 2.6009 0.2 0.1 0.1
C 0.3758 2.4167 -5.0375 0.0 0.0 0.0
C 4.4619 -2.9085 0.1064 0.0 0.0 0.0
C 0.0259 -0.3601 5.5661 0.0 -0.1 0.0
C 2.8272 1.9464 -3.2200 0.0 0.0 0.0
C 2.1206 -2.5826 0.5275 0.3 -0.2 0.0
C -1.1042 4.4709 -3.9126 -0.1 0.1 0.0
C 3.4100 -0.7946 -0.1568 0.2 0.0 -0.1
C -3.5194 0.1459 0.0904 -0.4 0.3 0.0
C 4.6456 3.4131 -3.8371 0.1 0.0 0.0
C -1.7526 -2.1002 -1.0872 0.0 0.0 -0.1
C 5.0802 1.1057 -3.3618 0.0 0.0 0.0
C 4.5601 -1.5564 -0.2227 0.0 0.1 0.0
C -0.6659 1.4016 3.2509 -0.1 0.2 0.1
C 0.4584 2.6544 -3.6659 0.0 0.1 0.0
C 5.5414 2.3622 -3.7257 0.0 0.0 0.0
C -0.8404 0.8845 5.6875 0.0 0.1 -0.1
C -1.7063 -2.4296 -3.4259 -0.1 0.0 0.0
C 0.8328 0.3064 -2.9405 0.4 0.2 -0.3
C -0.4431 3.1977 -5.8317 0.0 0.0 0.0
C 0.1472 -3.2132 -2.0773 0.0 0.1 0.1
C -2.3768 -1.9479 -2.3079 0.0 0.0 0.1
C -5.2513 1.7122 -0.4859 0.0 0.0 0.0
C -2.9459 2.2492 -0.6563 -0.1 0.1 -0.2
C -0.2856 3.6870 -3.1117 0.1 -0.1 0.0
C 3.7343 0.8965 -3.1119 -0.1 0.0 0.0
C -4.8906 0.4711 -0.0301 0.0 0.0 -0.1
C -1.1490 4.2863 3.7997 0.0 0.1 0.0
C -0.5175 -2.7183 -0.9740 0.0 0.0 -0.2
C -0.4670 -3.0473 -3.3134 0.1 0.0 0.0
C -2.1484 -1.7377 0.3072 -0.1 -0.1 0.0
C -0.4678 1.9708 4.6618 -0.2 -0.1 0.1
C 1.3671 1.7839 -2.8187 0.1 -0.2 0.0
H 2.7671 2.6932 4.0853 0.0 0.0 0.0
H 5.3365 -3.5473 0.0687 0.0 0.0 0.0
H 3.1327 -4.4641 0.7718 0.0 0.0 0.0
H 4.9919 4.3980 -4.1239 0.0 0.0 0.0
H 0.0395 -3.3782 -4.2093 0.0 0.0 0.0
H -1.8860 0.6263 5.5123 0.0 0.0 0.0
H 5.7722 0.2779 -3.2732 0.0 0.0 0.0
H -2.1436 -2.3038 -4.4074 0.0 0.0 0.0
H -2.4302 2.8096 4.7064 0.0 0.0 0.0
H -1.2737 3.9183 2.7802 0.0 0.0 0.0
H 1.9111 2.8079 -1.2198 0.0 0.0 0.1
H -3.3351 -1.4514 -2.3945 0.0 0.0 0.0
H -5.6231 -0.2715 0.2516 0.0 0.0 0.0
H -0.7530 1.3199 6.6854 0.0 0.0 0.0
H 3.4329 0.2667 -0.3799 0.0 0.0 0.0
H -2.1401 2.9334 -0.8977 0.0 0.1 0.0
H 5.4991 -1.1043 -0.5071 0.0 0.0 0.0
H -0.1369 4.6846 3.8947 0.0 0.0 0.0
H -6.2993 1.9696 -0.5854 0.0 0.0 0.0
H -0.2244 3.8750 -2.0481 0.0 0.0 0.0
H 0.9450 1.6006 -5.4613 0.0 0.0 0.0
H -0.2698 -1.1074 6.3034 0.0 0.0 0.0
H -1.2941 3.5666 5.8320 0.0 0.0 0.0
H -1.8442 5.1143 3.9435 0.0 0.0 0.0
H -0.5057 2.9995 -6.8943 0.0 0.0 0.0
H 1.1206 -3.6788 -1.9915 0.0 0.0 0.0
H -1.6812 5.2708 -3.4659 0.0 0.0 0.0
H 2.6010 4.0279 -3.6919 0.0 0.0 0.0
H -4.5000 3.6341 -1.1602 0.0 0.0 0.0
H -0.0759 -0.8148 4.5796 0.0 0.0 0.0
H 3.3831 -0.0892 -2.8474 0.0 0.0 0.0
H 6.5935 2.5199 -3.9232 0.0 0.0 0.0
H -1.8261 4.8398 -5.8967 0.0 0.0 0.0
H 1.0799 -0.1298 5.7348 0.0 0.0 0.0
```
Positions in Å, forces in eV/Å.

**Charge**: -1
**HOMO energy**: -5.21 eV
**Gap between HOMO and LUMO**: 7.451 eV
**Max |F|**: 1.30 eV Å⁻¹
**LUMO energy**: 2.237 eV
**Relative energy (zero: lowest compared OMol25 entry of this formula, charge and spin)**: 15.9 kcal/mol



[2]
# C3H3O3S

The ion C3H3O3S with charge -1 at a distorted geometry (ωB97M-V/def2-TZVPD, the OMol25 dataset).

```
10
Properties=species:S:1:pos:R:3:forces:R:3
S 1.3074 0.5176 -0.8917 -0.6 -1.1 0.1
O 2.6109 0.4321 -0.3319 1.8 -0.7 0.8
O 1.0193 -0.3468 -2.0134 -0.2 -1.0 0.0
O 0.9119 1.8535 -1.1585 -1.0 2.2 0.1
C -0.9949 0.5176 0.8765 3.8 -4.5 -1.2
C 0.1584 -0.0799 0.4377 -3.7 2.9 0.5
C -1.0408 -1.0157 0.6530 1.3 -0.1 1.2
H -1.6181 1.2868 1.1901 -0.7 1.3 0.0
H -1.0669 -1.7483 1.5696 0.2 1.2 -1.9
H -1.2872 -1.4170 -0.3313 -1.0 -0.2 0.4
```
Positions in Å, forces in eV/Å.

**Charge**: -1
**HOMO energy**: -4.97 eV
**Gap between HOMO and LUMO**: 9.012 eV
**Structure (SMILES)**: O=S(=O)([O-])C1=CC1
**Max |F|**: 5.99 eV Å⁻¹
**LUMO energy**: 4.046 eV
**Relative energy (zero: lowest compared OMol25 entry of this formula, charge and spin)**: 68.0 kcal/mol



[3]
# C16H24F12O8Sr

A structure of composition C16H24F12O8Sr at a distorted geometry (ωB97M-V/def2-TZVPD, the OMol25 dataset).

```
61
Properties=species:S:1:pos:R:3:forces:R:3
Sr 0.1153 0.2826 0.0454 0.2 -0.6 -0.5
F -1.9798 3.5783 -2.1314 -0.3 0.1 0.2
F -1.2441 2.9960 -4.0558 0.0 -0.2 0.1
F 4.0562 3.8234 1.5734 0.2 0.1 0.0
F -3.1448 1.0134 3.7725 0.1 -0.3 0.1
F 2.4262 3.6269 2.9933 0.2 0.1 0.0
F -4.2313 -0.6990 2.9844 -0.1 -0.5 0.2
F -4.7251 1.2837 2.3487 0.0 0.1 -0.3
F 4.4964 -2.9207 0.6768 0.1 -0.3 0.2
F 2.0482 4.3491 0.9867 0.1 -0.1 0.2
F -3.3589 3.0892 -3.7319 -0.8 0.3 -0.1
F 3.3825 -1.1908 1.2921 -0.1 -0.1 -0.1
F 2.8974 -3.1067 2.1355 -0.1 -0.3 0.3
O 1.2799 -1.9252 -0.2531 -1.2 1.5 0.7
O 1.7938 -4.1127 -0.0747 -0.1 0.2 -0.2
O -1.8614 1.4868 1.3950 0.2 0.6 0.0
O -1.8759 -0.6916 1.4153 0.1 -0.3 0.7
O -1.0834 0.9217 -2.1285 1.0 -0.2 0.6
O 1.6422 1.2856 2.0531 -0.3 -0.1 0.1
O 2.2157 1.8656 -0.0301 -0.9 0.3 -0.9
O -2.7807 0.3780 -3.5929 -0.6 0.4 0.0
C 2.7493 -5.1115 -0.1831 -0.1 -1.0 0.5
C -2.8664 -0.6444 -5.6943 0.1 0.0 0.5
C -2.0082 0.2006 -4.7519 -0.4 -0.4 -0.5
C 2.5699 1.9939 1.2029 1.5 -1.2 -0.2
C 2.2659 -2.7265 -0.1796 0.1 -0.7 -1.2
C 2.7682 3.4477 1.6893 -1.0 0.5 -0.1
C -3.6808 0.4610 2.6527 0.5 0.7 0.7
C -1.0043 3.5604 0.9425 -0.1 0.2 0.0
C 1.1085 -0.4338 3.5897 -0.1 -0.6 -0.5
C 2.0326 -6.4036 -0.5707 0.5 0.1 -0.4
C -2.2416 1.2700 -2.6115 0.1 0.0 0.9
C -2.6882 0.3331 1.4736 -0.6 -1.0 -1.5
C 2.1149 0.6434 3.2175 -0.8 0.3 0.8
C -2.2166 2.7214 -3.1408 1.0 0.0 -0.5
C 3.2393 -2.4976 0.9967 0.4 0.7 -0.1
C -2.2947 2.8066 1.1687 -0.8 0.5 0.5
H -1.0741 -0.3078 -4.5117 0.2 0.1 0.0
H -0.4186 3.6756 1.8540 0.0 -0.3 0.0
H -3.0280 1.3430 -1.8235 -0.3 -0.2 -0.3
H 3.1093 0.2126 3.0983 0.1 0.2 -0.2
H 1.3193 -6.6926 0.1973 -0.2 0.0 -0.1
H -2.8837 3.1647 2.0273 0.3 0.1 0.1
H 3.2191 -5.2740 0.7999 0.3 0.0 -0.2
H -2.3559 -0.8625 -6.6345 0.0 0.0 0.0
H 0.0981 -0.1569 3.2770 0.0 0.2 0.3
H 1.5536 -6.2576 -1.5416 -0.3 0.0 0.2
H -1.8080 1.1463 -5.2588 0.2 0.1 0.1
H 1.2917 -1.3717 3.0540 0.1 0.1 0.0
H -0.4702 2.9296 0.2329 0.4 0.6 -0.1
H -3.4384 0.2821 0.6309 0.3 0.7 -0.1
H 1.1232 -0.6646 4.6563 0.0 0.1 0.0
H 3.5406 -4.9192 -0.9191 0.0 0.3 0.0
H 2.7451 -7.2225 -0.7256 0.1 0.0 0.2
H -2.9872 2.9096 0.3226 0.3 -0.3 -0.2
H 2.8832 -2.6936 -1.1094 0.5 -0.3 0.2
H 3.5816 1.5498 1.3935 -0.1 -0.1 0.4
H 2.1207 1.3749 4.0374 0.3 0.0 -0.1
H -3.7993 -0.1123 -5.8836 0.0 0.0 -0.2
H -3.1262 -1.5712 -5.1789 0.0 -0.1 -0.2
H -1.1122 4.5641 0.5299 -0.2 -0.1 -0.2
```
Positions in Å, forces in eV/Å.

**Charge**: -2
**HOMO energy**: -2.95 eV
**Gap between HOMO and LUMO**: 7.782 eV
**Max |F|**: 2.06 eV Å⁻¹
**LUMO energy**: 4.827 eV
**Relative energy (zero: lowest compared OMol25 entry of this formula, charge and spin)**: 0.0 kcal/mol